(1)
Formula: C6H41NO14
Source: the Open Molecules 2025 dataset
Level of theory: ωB97M-V/def2-TZVPD

```
! wB97M-V def2-TZVPD RIJCOSX def2/J DEFGRID3
* xyz 0 1
O 1.82 -1.52 3.23
O 1.04 -5.10 1.57
O -0.59 4.39 -1.74
O 1.71 2.89 -2.82
O -2.69 -3.02 2.26
O -0.46 1.88 2.03
O 1.65 1.20 3.57
O -1.54 -5.01 0.81
O 2.65 -2.97 1.11
O -1.49 4.05 0.81
O -3.35 1.42 -1.72
O -0.67 -2.44 3.93
O -0.66 3.09 -4.10
O -2.56 1.12 -4.27
N 1.64 0.79 0.27
C 0.20 0.66 -0.01
C -0.02 -0.71 -0.69
C 0.59 -2.23 -2.63
C -0.68 0.71 1.26
C 0.78 -0.88 -1.99
C 2.09 2.17 0.60
H -2.74 2.14 -1.53
H 0.24 -1.52 0.01
H 1.73 2.10 -2.24
H -2.45 4.03 0.83
H -0.46 -2.52 -2.74
H 2.76 2.53 -0.16
H 1.64 -4.35 1.29
H 2.45 -2.45 1.93
H -0.84 2.70 1.60
H -1.84 -5.92 0.97
H -1.10 3.63 -3.43
H -3.23 1.23 -2.68
H 1.81 -0.55 3.40
H -1.10 -0.79 -0.91
H -0.11 1.48 -0.66
H 0.96 -1.91 3.50
H 1.38 1.42 4.47
H 1.04 -3.02 -2.02
H 1.91 0.19 1.04
H 0.48 -0.10 -2.72
H -1.17 4.22 -0.10
H -1.74 0.57 1.01
H 1.08 -2.37 -3.62
H 2.39 -2.39 0.38
H -2.12 0.26 -4.35
H 1.87 -0.66 -1.80
H -0.40 -0.09 1.98
H 2.34 2.72 -3.53
H -0.97 -2.74 4.79
H -1.44 -2.65 3.34
H -0.51 5.31 -2.03
H 0.23 2.90 -3.73
H -3.07 -2.39 1.64
H 1.27 2.87 0.75
H -1.83 1.78 -4.30
H 0.92 1.52 2.98
H 2.65 2.21 1.58
H -0.58 -5.01 1.05
H 1.09 -5.10 2.53
H 0.29 3.99 -1.78
H -2.28 -3.78 1.81
*
```

Calculated values
Max |F| in eV/A: 1.303
HOMO energy in eV: -8.90
Orbital gap in eV: 8.703



(2)
Formula: C25H12ClF8IrN2O4S
Source: the Open Molecules 2025 dataset
Level of theory: ωB97M-V/def2-TZVPD

```
! wB97M-V def2-TZVPD RIJCOSX def2/J DEFGRID3
* xyz 0 1
Ir -0.39 -1.16 -0.15
Cl -0.16 -3.20 -2.27
S 3.88 -0.99 1.42
F -6.63 -1.02 -0.35
F 0.81 6.04 -1.16
F -5.22 -3.30 0.15
F -5.30 1.35 -0.60
F -2.64 1.44 -0.42
F -0.32 6.11 0.67
F -1.33 5.90 -1.22
F -2.51 -3.19 0.42
O -0.55 -1.79 -2.36
O 0.36 -3.36 -0.94
O -1.29 -4.00 -2.48
O 0.85 -3.45 -3.21
N 1.69 -0.97 0.00
N 0.04 1.27 -0.25
C 5.12 -0.97 -1.10
C 2.56 -0.93 -2.30
C 1.19 -1.01 2.31
C 0.05 2.02 0.85
C -5.30 -0.99 -0.26
C -4.57 -2.15 -0.02
C -3.19 -2.08 0.11
C -0.15 4.01 -0.42
C -0.25 5.51 -0.53
C 3.71 -0.94 -3.06
C -3.23 0.24 -0.30
C -0.20 -1.02 1.88
C 4.98 -0.94 -2.48
C 0.52 -0.98 4.62
C -0.05 1.86 -1.44
C -4.62 0.22 -0.40
C -1.17 -1.00 2.86
C 2.68 -0.96 -0.90
C 1.51 -0.99 3.69
C -0.83 -0.99 4.21
C -0.14 3.24 -1.58
C -2.46 -0.89 -0.05
C 2.13 -0.99 1.29
C 3.99 -0.97 -0.32
C -0.04 3.39 0.82
H -2.21 -1.00 2.60
H 5.85 -0.93 -3.10
H 1.58 -0.93 -2.75
H 0.13 1.48 1.79
H 2.56 -0.98 3.97
H -0.04 3.97 1.73
H 6.10 -0.99 -0.64
H -0.22 3.69 -2.55
H 3.62 -0.94 -4.14
H 0.76 -0.97 5.67
H -0.05 1.21 -2.30
H -1.60 -1.00 4.96
*
```

Calculated values
Max |F| in eV/A: 3.779
HOMO energy (spin up / spin down) in eV: -8.62 / -8.62
Orbital gap (spin up / spin down) in eV: 6.992 / 6.991



(3)
Formula: C30H41N8O2OsS
Source: the Open Molecules 2025 dataset
Level of theory: ωB97M-V/def2-TZVPD

```
! wB97M-V def2-TZVPD RIJCOSX def2/J DEFGRID3
* xyz 3 5
Os 1.66 0.64 -0.64
S 3.21 -0.77 -1.60
O 0.39 -0.85 -0.49
O -3.19 2.51 4.23
N 1.37 1.04 1.49
N -2.89 0.69 2.83
N 2.50 2.43 -1.05
N 0.96 3.44 -2.51
N 3.70 -3.31 -1.02
N -1.14 1.54 4.17
N 1.48 -2.84 -1.00
N 2.48 4.73 -1.35
C 2.53 5.84 -2.31
C 3.25 4.97 -0.12
C -5.19 1.50 2.49
C 5.80 -2.96 0.27
C -2.06 -1.97 -1.05
C 1.18 0.96 4.23
C -6.41 1.24 1.96
C -5.60 -0.88 1.03
C -6.67 0.04 1.22
C -0.09 4.45 -2.59
C -1.02 -4.15 -0.98
C -4.37 -0.65 1.55
C -0.91 -2.76 -0.95
C 0.71 2.23 -3.31
C 5.14 -3.00 -1.11
C 2.37 0.70 3.61
C 0.41 -2.13 -0.82
C 2.44 0.73 2.23
C -3.30 -2.56 -1.18
C 0.04 1.26 3.47
C 3.36 -4.74 -0.78
C -3.41 -3.95 -1.20
C -2.27 -4.74 -1.10
C 0.19 1.31 2.09
C 1.97 3.53 -1.63
C -8.02 -0.24 0.70
C -2.46 1.68 3.77
C 2.93 -5.42 -2.08
C -4.13 0.55 2.31
C 2.74 -2.42 -1.11
H -5.02 2.40 3.06
H 4.26 -5.21 -0.39
H -5.78 -1.79 0.47
H 2.59 -4.80 -0.03
H 2.70 -6.47 -1.86
H -0.04 1.59 -2.85
H 5.28 -2.05 -1.61
H 5.39 -2.14 0.86
H -8.61 -0.71 1.51
H 3.26 0.46 4.19
H -3.57 -1.37 1.42
H 5.59 -3.77 -1.73
H 3.44 2.61 -0.73
H -1.95 -0.89 -1.06
H -8.01 -0.94 -0.13
H -0.13 -4.76 -0.91
H -0.06 5.00 -3.53
H -0.01 5.16 -1.77
H -1.01 1.96 5.08
H -8.56 0.67 0.43
H 5.65 -3.89 0.82
H 2.95 4.29 0.67
H 1.93 6.68 -1.96
H 2.04 -4.95 -2.49
H 2.18 5.52 -3.29
H 1.10 0.93 5.32
H 3.36 0.54 1.71
H -0.64 1.59 1.45
H -7.22 1.95 2.10
H -2.36 -5.82 -1.12
H 0.31 2.54 -4.28
H 4.32 4.89 -0.29
H 1.63 1.68 -3.49
H 3.73 -5.40 -2.82
H -4.38 -4.41 -1.30
H -2.27 -0.10 2.71
H 6.87 -2.80 0.15
H -4.18 -1.95 -1.31
H -1.06 3.95 -2.52
H 3.04 5.99 0.22
H 3.56 6.16 -2.42
*
```

Calculated values
Max |F| in eV/A: 0.815
HOMO energy (spin up / spin down) in eV: -16.05 / -16.17
Orbital gap (spin up / spin down) in eV: 8.203 / 5.656



(4)
Formula: C4H7NO
Source: the Open Molecules 2025 dataset
Level of theory: ωB97M-V/def2-TZVPD

```
! wB97M-V def2-TZVPD RIJCOSX def2/J DEFGRID3
* xyz 0 1
O -2.72 0.69 0.73
N 0.53 -0.59 0.16
C -1.94 -0.24 0.59
C 0.84 -0.39 -1.25
C -0.54 0.21 0.76
C 1.75 0.11 -0.19
H -0.31 0.32 1.82
H -2.30 -1.24 0.33
H 0.24 0.34 -1.77
H 1.75 1.18 0.00
H 1.11 -1.28 -1.82
H -1.12 1.28 0.62
H 2.70 -0.40 0.02
*
```

Calculated values
Max |F| in eV/A: 3.733
HOMO energy in eV: -9.30
Orbital gap in eV: 10.259



(5)
Formula: C28H42BrN3P2Zn
Source: the Open Molecules 2025 dataset
Level of theory: ωB97M-V/def2-TZVPD

```
! wB97M-V def2-TZVPD RIJCOSX def2/J DEFGRID3
* xyz 2 1
Br 2.54 -2.31 -4.13
Zn -1.98 -1.84 0.43
P -1.77 0.37 -2.58
P 0.77 2.65 1.26
N 4.62 1.00 0.44
N -2.99 -6.39 4.18
N 2.84 0.71 -0.83
C -0.73 -3.23 0.60
C 1.84 -2.97 -2.59
C 0.16 -4.29 -1.44
C -2.16 -4.33 2.49
C 2.25 -2.46 -1.34
C 5.08 0.96 -0.87
C -0.06 0.49 -3.30
C 1.88 3.13 2.66
C 3.26 0.84 0.42
C 1.59 4.45 3.37
C 3.95 0.78 -1.64
C -2.26 3.00 -1.86
C 0.84 -3.97 -2.61
C -1.70 -3.40 1.46
C -3.52 -4.66 2.61
C 1.19 3.97 0.03
C -2.88 -2.09 -2.09
C 0.40 5.27 0.05
C -1.70 -6.06 4.12
C 1.53 -2.72 -0.20
C -1.69 -1.20 -1.70
C -0.89 3.13 1.89
C -0.05 0.15 -4.79
C -1.68 1.71 -1.30
C -1.36 2.20 3.01
C -1.24 -5.02 3.30
C -3.89 -5.72 3.46
C 0.36 -3.50 -0.28
H -2.97 -2.15 -3.19
H 2.33 4.58 4.18
H -1.00 -6.63 4.74
H 0.95 0.29 -5.20
H 6.11 1.04 -1.14
H 2.67 0.82 1.33
H -2.75 -3.11 -1.71
H -0.83 2.39 3.95
H -2.43 2.37 3.20
H -0.59 -5.07 -1.43
H 0.30 1.51 -3.14
H 2.91 3.15 2.25
H 1.69 5.31 2.71
H 1.84 2.29 3.37
H -2.21 3.80 -1.11
H -2.24 1.37 -0.42
H -0.65 5.13 -0.23
H -4.29 -4.14 2.04
H -1.59 3.07 1.04
H 0.62 -0.18 -2.74
H -1.73 3.35 -2.76
H 2.27 4.17 0.16
H 0.84 5.97 -0.68
H -4.93 -6.03 3.55
H 0.60 4.47 3.83
H -0.72 -1.70 -1.85
H -0.86 4.17 2.23
H 0.44 5.77 1.03
H -3.82 -1.69 -1.69
H -0.18 -4.78 3.28
H 1.09 3.48 -0.95
H -0.34 -0.90 -4.96
H 5.18 1.11 1.28
H 0.58 -4.46 -3.55
H -0.74 0.79 -5.35
H -0.62 1.82 -1.02
H 3.11 -1.80 -1.30
H -1.74 -0.64 -0.66
H 1.81 -2.26 0.75
H -3.32 2.87 -2.13
H -1.23 1.14 2.75
H 3.88 0.69 -2.72
*
```

Calculated values
Max |F| in eV/A: 6.234
HOMO energy in eV: -12.51
Orbital gap in eV: 3.353



(6)
Formula: C4H10
Source: the Open Molecules 2025 dataset
Level of theory: ωB97M-V/def2-TZVPD

```
! wB97M-V def2-TZVPD RIJCOSX def2/J DEFGRID3
* xyz 0 1
C 1.55 -0.43 0.54
C 0.23 0.07 0.93
C -1.33 -0.25 -1.11
C -0.48 0.75 -0.28
H 2.20 -1.03 1.28
H 2.07 0.28 0.24
H 0.17 1.13 -0.89
H 1.64 -1.27 -0.11
H -2.22 -0.67 -0.58
H -0.98 1.74 -0.13
H -0.52 -0.59 1.37
H -1.89 0.13 -2.00
H -0.53 -1.33 -1.44
H 0.27 0.79 1.76
*
```

Calculated values
Max |F| in eV/A: 8.801
HOMO energy in eV: -10.75
Orbital gap in eV: 11.951